Formula: C40H43As2BaN4O2
Source: the Open Molecules 2025 dataset
Level of theory: ωB97M-V/def2-TZVPD

Computed properties:
M	899.0	g mol⁻¹
HOMO energy	-10.423	eV
2S+1	1
charge	+1
ΔE to the lowest compared entry with this formula, charge and spin	0.8112	eV

```
92
Properties=species:S:1:pos:R:3:forces:R:3:mulliken_charge:R:1
Ba -0.043564 1.321762 -0.789539 0.5 1.6 -0.2 1.8664
N -4.575295 0.385110 -0.005357 0.0 0.0 0.0 -0.5483
C -4.390175 1.290892 -1.135445 0.0 0.1 0.1 -0.0846
C -5.343110 2.523583 -1.186118 -0.1 -0.1 0.1 -1.1230
C -4.796219 3.817511 -0.575019 0.0 0.0 0.1 -0.6355
C -3.821857 4.544797 -1.511771 0.0 0.0 -0.1 -0.7089
N -2.735398 5.202746 -0.782659 0.0 0.0 0.1 -0.0895
C -1.433893 4.988082 -0.976013 0.0 0.1 -0.1 0.8341
N -0.958824 4.420365 -2.080291 -0.1 -0.1 0.0 -0.2759
N -0.533697 5.419203 -0.082835 -0.1 0.0 0.1 -0.3826
C -2.940358 1.726054 -1.112618 0.8 0.5 -0.5 0.4892
O -2.402118 2.146102 -0.049353 -0.3 -0.3 0.5 -0.9222
O -2.262173 1.699026 -2.183181 -0.2 -0.4 -0.3 -0.8000
H -5.487822 -0.051784 -0.045497 0.0 0.1 0.0 0.2938
H -4.495729 0.878837 0.876602 0.1 0.0 0.0 0.2404
H -4.524924 0.715522 -2.049864 0.0 0.0 0.0 0.3617
H -6.240127 2.240302 -0.631651 0.0 0.0 -0.1 0.4435
H -5.663549 2.698526 -2.216146 0.1 0.1 0.0 0.4016
H -4.283476 3.580053 0.359074 0.0 0.0 0.0 0.3424
H -5.626174 4.480863 -0.326315 0.0 0.0 0.0 0.4885
H -4.350743 5.283939 -2.115026 0.0 0.0 0.0 0.3818
H -3.380169 3.830588 -2.201331 0.0 0.0 0.0 0.1464
H -2.987057 5.642368 0.088388 0.0 0.0 0.0 0.2346
H -1.580082 3.915187 -2.691598 0.1 0.0 0.0 0.3678
H 0.030799 4.140885 -2.040174 0.0 0.0 0.0 0.5212
H -0.839046 5.731572 0.821927 0.0 0.0 0.0 0.2069
H 0.410896 5.042146 -0.174378 0.0 0.1 0.0 0.1082
C -0.676622 -1.387049 -0.448469 -0.1 0.3 -0.3 -0.1284
C -0.928531 -2.313819 0.714580 0.2 -0.2 0.1 -1.0770
As -1.031617 -1.019185 2.255975 0.0 -0.1 -0.1 0.6971
C 0.828893 -0.347130 2.152894 -0.2 -0.1 -0.2 -0.1085
C 1.869674 -1.098794 1.601876 0.1 0.0 0.1 0.5481
C 3.141172 -0.557896 1.457729 0.0 0.0 0.0 -0.7597
C 3.394794 0.745083 1.867744 0.0 0.0 0.0 -0.5256
C 2.373139 1.501148 2.421188 0.0 0.1 0.0 -0.5852
C 1.096360 0.965742 2.554147 -0.1 -0.1 -0.1 -0.9747
C -0.898913 -2.274733 3.717185 0.2 -0.2 0.2 0.3758
C 0.255618 -2.451002 4.474697 -0.1 0.0 0.0 -0.2401
C 0.276666 -3.380591 5.505903 0.0 0.0 0.0 -0.6747
C -0.849357 -4.141922 5.780976 0.0 0.0 0.0 -0.4497
C -2.004023 -3.968128 5.030849 0.0 0.0 0.0 -0.6308
C -2.031100 -3.033373 4.007144 0.0 0.0 0.0 -0.4974
As -0.354708 -1.697690 -2.438664 -0.1 -0.4 0.8 0.6634
C -1.424868 -3.296315 -2.619944 -0.1 -0.1 -0.2 0.2237
C -2.680820 -3.354534 -2.020971 0.0 0.0 0.0 -0.1758
C -3.477785 -4.477943 -2.185927 0.0 0.0 0.0 -0.7339
C -3.027548 -5.545349 -2.950037 0.0 0.0 0.0 -0.4732
C -1.783169 -5.484489 -3.559721 0.0 0.0 0.0 -0.6138
C -0.985212 -4.360003 -3.401679 0.0 0.0 0.0 -0.3788
C 1.429576 -2.406661 -2.107964 0.0 0.0 -0.1 0.0454
C 2.504130 -1.574923 -2.416094 0.0 0.0 0.0 -0.4140
C 3.800224 -1.937375 -2.069758 0.0 0.0 0.0 -0.6414
C 4.027685 -3.138944 -1.416089 0.0 0.0 0.0 -0.5447
C 2.961550 -3.977559 -1.111934 0.0 0.0 0.0 -0.6978
C 1.667144 -3.614325 -1.455417 0.0 0.0 0.0 -0.1537
H 0.295845 -0.935037 -0.180925 -0.4 -0.3 -0.2 -0.7772
H -1.490284 -0.638085 -0.390648 0.1 -0.3 -0.1 0.3598
H -0.110857 -3.020459 0.855800 -0.1 -0.1 0.1 0.3932
H -1.867915 -2.860933 0.661706 0.0 0.0 0.0 0.7321
H 1.703768 -2.120751 1.281349 0.0 0.0 0.0 0.3946
H 3.931535 -1.159486 1.027125 0.0 0.0 0.0 0.4778
H 4.380214 1.174839 1.748026 0.0 0.0 0.0 0.5013
H 2.568652 2.516598 2.740948 0.0 0.0 0.0 0.3979
H 0.304419 1.573861 2.980274 0.0 0.0 0.0 0.3632
H 1.140594 -1.863049 4.265814 0.0 0.0 0.0 0.3176
H 1.176001 -3.511576 6.093537 0.0 0.0 0.0 0.3947
H -0.829409 -4.867937 6.582934 0.0 0.0 0.0 0.3770
H -2.885816 -4.556356 5.248565 0.0 0.0 0.0 0.3805
H -2.942576 -2.893133 3.435396 0.0 0.0 0.0 0.3649
H -3.048444 -2.522762 -1.429609 0.0 0.0 0.0 0.2988
H -4.452134 -4.520257 -1.716768 0.0 0.0 0.0 0.4149
H -3.648852 -6.422364 -3.073560 0.0 0.0 0.0 0.3823
H -1.431799 -6.312303 -4.161375 0.0 0.0 0.0 0.3967
H -0.015215 -4.320588 -3.883620 0.0 0.0 0.0 0.4540
H 2.336988 -0.644836 -2.952043 0.0 0.0 0.0 0.5111
H 4.629472 -1.290109 -2.325607 0.0 0.0 0.0 0.4568
H 5.036205 -3.431498 -1.154116 0.0 0.0 0.0 0.4309
H 3.140595 -4.919058 -0.608791 0.0 0.0 0.0 0.4253
H 0.839763 -4.273054 -1.218651 0.0 0.0 0.0 0.4514
C 1.691789 3.443100 -1.020416 -0.1 0.2 -0.1 -1.7581
C 2.883361 3.404338 -0.736708 0.0 -0.1 0.0 0.0176
C 4.281865 3.311304 -0.420525 0.0 0.0 0.0 0.8893
C 4.927760 4.319076 0.297290 0.0 0.0 0.0 -0.5986
C 6.271636 4.202923 0.613323 0.0 0.0 0.0 -0.4875
C 6.990560 3.083390 0.216652 0.0 0.0 0.0 -0.4679
C 6.358227 2.079122 -0.503895 0.0 0.0 0.0 -0.4554
C 5.014267 2.190460 -0.820716 0.0 0.0 0.0 -0.3935
H 4.365697 5.192435 0.600994 0.0 0.0 0.0 0.4447
H 6.762332 4.991183 1.168836 0.0 0.0 0.0 0.4090
H 8.040385 2.997676 0.463163 0.0 0.0 0.0 0.4066
H 6.914558 1.207064 -0.823274 0.0 0.0 0.0 0.3895
H 4.518358 1.409772 -1.384504 0.0 0.0 0.0 0.4722
```
Positions in Å, forces in eV/Å.

Formula: C2H3NO3
Source: the Open Molecules 2025 dataset
Level of theory: ωB97M-V/def2-TZVPD

Computed properties:
M	89.0	g mol⁻¹
HOMO energy	-10.289	eV
2S+1	1
ΔE to the lowest compared entry with this formula, charge and spin	7.9286	eV

```
9
Properties=species:S:1:pos:R:3:forces:R:3:mulliken_charge:R:1
C -1.468972 -0.113254 0.484542 -1.0 0.7 -1.5 -0.5402
C -0.866648 0.240038 -0.614905 2.7 -2.5 1.6 0.0450
N 1.626256 -0.065437 -0.034189 2.6 -0.3 0.2 1.1172
O 1.345031 1.097023 0.050550 0.6 2.1 0.9 -0.5566
O 2.673710 -0.623669 0.289121 -0.8 0.8 0.0 -0.6034
O 0.757428 -0.794197 -0.593630 -4.4 -0.7 -1.1 -0.4647
H -2.529295 0.069311 0.672622 0.4 0.4 0.0 0.2741
H -0.904275 -0.644389 1.197127 0.4 -0.9 0.7 0.3003
H -0.633234 0.834571 -1.451237 -0.5 0.4 -0.8 0.4284
```
Positions in Å, forces in eV/Å.

Formula: C7H11CrF3MgN3O9PS
Source: the Open Molecules 2025 dataset
Level of theory: ωB97M-V/def2-TZVPD

Computed properties:
M	477.5	g mol⁻¹
HOMO energy (spin up / spin down)	-8.195 / -8.297	eV
expectation value of S²	6.04
2S+1	5

```
37
Properties=species:S:1:pos:R:3:forces:R:3:mulliken_spin:R:1
Cr -12.353650 -7.829230 -28.320910 -2.5 2.7 0.5 3.0538
Mg -12.952600 -8.968910 -24.981050 1.5 1.3 -2.0 0.0039
O -12.769550 -5.973300 -28.837130 1.4 -1.2 0.7 0.0339
H -12.306510 -5.139860 -28.623810 -0.2 -0.9 -0.2 0.0073
O -13.073990 -7.636960 -26.434120 0.0 -0.5 0.8 -0.0368
H -13.111620 -6.821150 -25.897860 0.0 -0.7 -1.5 0.0014
C -16.719350 -7.475320 -27.964330 0.5 3.3 -2.4 -0.0002
F -16.805140 -8.630650 -27.376440 -1.2 -0.4 1.4 0.0000
F -17.933190 -6.900920 -28.402350 1.8 -1.9 1.2 0.0002
F -16.165520 -6.498840 -27.173870 -0.7 -1.7 -0.2 0.0006
S -15.605420 -7.736440 -29.438890 2.8 3.6 -3.2 0.0099
O -14.341400 -8.300420 -28.849630 -0.8 -1.6 0.5 -0.0094
O -16.324200 -8.480560 -30.451460 0.1 -0.9 1.9 -0.0020
O -15.190280 -6.427170 -29.927910 -1.8 -0.6 0.8 0.0010
P -10.434130 -9.459880 -27.175900 -6.9 -1.6 -0.4 -0.0682
O -11.257700 -9.626720 -25.909250 2.1 1.2 6.0 0.0690
O -11.807580 -9.621590 -27.893850 -7.5 -3.1 -4.2 0.4906
O -10.409000 -10.893010 -27.684960 4.8 -1.6 -0.9 0.4532
O -10.507170 -8.112570 -27.888620 6.2 4.8 0.9 -0.0092
C -11.814750 -7.538670 -20.925680 1.1 -0.4 -0.5 0.0000
C -11.849420 -7.533560 -22.399790 -0.4 -0.2 0.5 0.0003
N -11.895690 -7.513570 -23.549010 -0.4 -0.6 0.4 -0.0001
H -11.120490 -8.304940 -20.580800 0.2 -0.2 -0.3 0.0000
H -12.752310 -7.819020 -20.445590 -0.2 0.8 -0.3 0.0000
H -11.313050 -6.611530 -20.648560 -0.7 0.2 0.4 0.0000
C -17.003570 -9.839300 -23.219340 1.2 0.8 -1.0 -0.0001
C -15.884520 -9.001000 -23.779490 0.0 0.2 -0.2 -0.0002
N -14.980660 -8.367560 -24.139510 -0.6 -1.5 0.5 0.0020
H -17.170600 -10.693700 -23.875240 0.3 -0.1 0.1 0.0000
H -17.939190 -9.280750 -23.246550 0.2 0.2 0.5 0.0000
H -16.605970 -10.144920 -22.251550 -0.7 -0.1 0.1 0.0000
C -12.086240 -4.969730 -25.672230 -0.3 1.0 0.1 0.0051
C -12.442620 -3.693690 -26.305480 0.2 -1.4 0.3 -0.0022
N -12.724220 -2.702390 -26.787290 -0.2 1.1 -0.4 0.0005
H -11.580090 -5.639130 -26.367790 0.3 0.2 0.2 -0.0035
H -13.013690 -5.444030 -25.351320 0.0 0.5 0.2 -0.0002
H -11.527860 -4.687980 -24.779520 0.3 -0.5 -0.1 -0.0005
```
Positions in Å, forces in eV/Å.

Formula: C2H4O4S
Source: the Open Molecules 2025 dataset
Level of theory: ωB97M-V/def2-TZVPD

Computed properties:
M	124.1	g mol⁻¹
HOMO energy	-9.638	eV
2S+1	1
ΔE to the lowest compared entry with this formula, charge and spin	4.2896	eV

```
11
Properties=species:S:1:pos:R:3:forces:R:3:mulliken_charge:R:1
C 2.283230 0.452661 -0.147115 0.6 0.9 0.2 0.1144
C -2.022312 -0.639547 -0.055700 -0.8 2.8 1.0 -0.3800
O 0.368684 -1.147860 -0.890320 0.2 0.6 1.2 -0.4666
O 0.027737 1.219403 0.027177 -0.8 1.7 -0.5 -0.6358
O 3.354978 0.449205 0.352566 -0.4 -1.0 0.5 -0.3550
O -2.385150 0.597389 0.231473 2.2 -0.6 -1.5 -0.4271
S 0.550172 -0.113651 0.357395 1.5 -1.9 -0.1 0.5756
H 2.032714 1.195524 -0.898724 -0.3 0.2 -1.0 0.2806
H -2.832142 -1.240373 0.273071 -1.3 -0.8 0.3 0.2543
H -0.638693 -1.351434 -0.633647 0.5 0.5 -0.8 0.5188
H -1.520405 1.273217 -0.009439 -1.4 -2.1 0.8 0.5209
```
Positions in Å, forces in eV/Å.

Formula: C6H4Cl4F2N2
Source: the Open Molecules 2025 dataset
Level of theory: ωB97M-V/def2-TZVPD

Computed properties:
M	283.9	g mol⁻¹
HOMO energy	-9.978	eV
2S+1	1
ΔE to the lowest compared entry with this formula, charge and spin	1.1101	eV

```
18
Properties=species:S:1:pos:R:3:forces:R:3:mulliken_charge:R:1
C 2.906305 -0.111209 -0.901458 0.7 -1.3 -1.6 -0.6591
C 1.768284 -0.382243 -0.299409 -0.1 -3.8 1.9 0.3169
C -2.580682 1.501613 0.421905 2.1 3.9 1.8 0.2342
C -0.581214 0.230552 -0.166787 0.9 0.2 0.0 0.0735
C -1.566306 1.242966 -0.607612 0.0 0.3 -1.7 0.5375
C 1.776251 -2.072584 0.635050 -0.4 3.5 -0.9 0.2414
N -3.625625 1.100890 0.820893 -3.6 -2.6 2.2 -0.4962
N 0.633940 0.353734 -0.400845 -0.2 0.4 0.3 -0.3838
F -2.017142 2.637920 1.149408 0.2 -0.9 -0.5 -0.3195
F -1.243989 -0.796580 0.333087 0.3 -0.9 0.3 -0.2253
Cl -2.225880 0.437811 -2.075913 -0.4 0.4 -0.1 -0.1700
Cl 3.478343 -2.342605 1.099462 -1.0 -0.5 -0.2 -0.1321
Cl 0.775519 -1.789245 2.130918 0.8 -0.5 -0.8 -0.1403
Cl 1.048352 -3.299076 -0.441386 0.6 0.6 0.8 -0.0897
H 2.872916 0.733351 -1.609573 0.5 -0.3 0.6 0.3306
H 3.686655 -0.949326 -1.000759 -1.1 1.9 0.4 0.2224
H -1.079159 2.190909 -0.891706 -0.3 -0.7 0.1 0.3269
H -4.026569 1.313121 1.804726 1.1 0.2 -2.6 0.3327
```
Positions in Å, forces in eV/Å.

Formula: C5H6O2
Source: the Open Molecules 2025 dataset
Level of theory: ωB97M-V/def2-TZVPD

Computed properties:
M	98.1	g mol⁻¹
HOMO energy	-9.895	eV
SMILES	C=C1COC(=O)C1
2S+1	1
ΔE to the lowest compared entry with this formula, charge and spin	1.4669	eV

```
13
Properties=species:S:1:pos:R:3:forces:R:3:mulliken_charge:R:1
C -0.528384 1.153737 1.050493 0.2 0.0 0.4 -0.7444
C 0.255254 0.146099 0.674070 -0.2 0.3 0.3 0.4299
C 1.338748 0.305906 -0.340047 -0.1 0.0 0.1 -0.5620
O 0.521801 0.011775 -1.516779 -0.4 -0.1 -0.3 -0.3575
C -0.695018 -0.552253 -1.085376 0.1 -0.2 -0.7 0.6295
O -1.716460 -0.456935 -1.698424 0.8 -0.2 0.1 -0.5294
C -0.391527 -1.161368 0.269006 -0.1 0.0 0.1 -0.5690
H -1.510925 0.948161 1.464824 0.1 0.1 0.0 0.2807
H -0.282627 2.187616 0.826655 0.2 -0.1 0.4 0.2615
H 1.769737 1.312789 -0.387214 -0.3 -0.2 -0.3 0.3141
H 2.162061 -0.417178 -0.226178 -0.4 0.1 -0.2 0.2668
H 0.297570 -1.990605 0.075856 0.1 0.1 0.4 0.2641
H -1.220232 -1.487750 0.893117 -0.2 0.2 -0.4 0.3158
```
Positions in Å, forces in eV/Å.

Formula: C4H9NO2
Source: the Open Molecules 2025 dataset
Level of theory: ωB97M-V/def2-TZVPD

Computed properties:
M	103.1	g mol⁻¹
HOMO energy	-9.484	eV
SMILES	NC(=O)CCCO
2S+1	1
ΔE to the lowest compared entry with this formula, charge and spin	0.5737	eV

```
16
Properties=species:S:1:pos:R:3:forces:R:3:mulliken_charge:R:1
N 1.886047 0.342434 1.087984 -0.1 0.1 0.1 -0.4259
C 1.144816 -0.806311 1.078269 0.1 -0.1 0.1 0.4325
O 1.088729 -1.564805 2.031025 0.0 0.2 -0.3 -0.6151
C 0.402769 -1.090342 -0.221905 0.1 -0.1 0.0 -0.6660
C -1.048826 -0.569500 -0.166272 -0.1 0.0 0.0 -0.4780
C -1.252981 0.712111 -0.954858 -0.2 -0.3 -0.1 -0.5174
O -0.414753 1.723725 -0.408280 0.0 0.3 -0.1 -0.4886
H 2.246968 0.623523 1.990510 -0.1 0.0 -0.2 0.2528
H 1.610436 1.075768 0.446837 0.1 -0.1 0.1 0.2261
H 0.933231 -0.642919 -1.073459 -0.1 -0.1 0.2 0.3649
H 0.413523 -2.178000 -0.340793 0.0 0.2 0.0 0.3343
H -1.731325 -1.324992 -0.571089 0.1 0.1 0.0 0.3021
H -1.344473 -0.402250 0.878253 0.0 -0.1 -0.2 0.3212
H -1.006848 0.536954 -2.016155 0.0 0.1 0.2 0.3354
H -2.310106 1.011333 -0.903102 0.2 0.0 0.0 0.3326
H -0.617205 2.553267 -0.856971 0.1 -0.1 0.1 0.2890
```
Positions in Å, forces in eV/Å.

Which value of M does entry 6 give? 98.1 g mol⁻¹